Record 1
{"formula": "C5H7N3S", "method": "ωB97M-V/def2-TZVPD", "species": ["C", "C", "C", "C", "C", "N", "N", "N", "S", "H", "H", "H", "H", "H", "H", "H"], "xyz": [[1.43624, 1.27621, 2.13698], [2.09972, 0.17756, 1.68601], [0.10573, -0.00930, 0.13294], [-0.10612, -1.91395, -1.09910], [-1.51228, -0.02246, -1.57627], [0.22447, 1.79449, 1.66221], [-0.39872, 1.03789, 0.73299], [-0.45823, -0.66721, -0.85528], [3.37074, -0.68332, 1.45179], [1.90155, 1.98523, 2.72454], [0.73796, -2.16564, -0.36392], [-0.69133, -2.48716, -1.92698], [-1.10746, 1.00841, -2.05460], [-1.94757, -0.61720, -2.43468], [-2.31915, -0.05476, -0.86167], [-1.33553, 1.34120, 0.64504]], "forces_ev_per_a": [[-3.0, -0.4, -3.1], [-0.7, 1.0, -0.2], [2.9, -0.2, 2.5], [0.9, -2.6, -0.6], [-0.6, 1.1, -2.6], [1.6, -1.2, 1.1], [0.3, 0.2, -0.3], [-0.8, 1.3, -0.5], [0.3, -0.6, -0.1], [1.1, 0.9, 1.6], [-1.4, -0.6, -1.7], [1.6, 1.0, 1.9], [-1.4, -2.2, 1.6], [1.1, 0.4, 0.9], [-0.7, 1.3, 0.0], [-1.1, 0.6, -0.5]], "lowdin_charge": [-0.24, -0.69, -0.13, 0.02, -0.06, 0.02, -0.05, -0.29, 0.70, 0.07, 0.10, 0.11, 0.16, 0.10, 0.08, 0.12], "e_above_lowest_kj_mol": 587.5, "mol_weight_g_mol": 141.2}

Record 2
{"formula": "C7H6Cl2N2NdO3SYb", "method": "ωB97M-V/def2-TZVPD", "species": ["Nd", "Yb", "Cl", "Cl", "C", "C", "C", "O", "O", "O", "C", "N", "C", "C", "N", "C", "S", "H", "H", "H", "H", "H", "H"], "xyz": [[-1.10701, -0.26251, -4.49231], [0.06699, -0.06241, -0.88832], [-1.09885, -2.02318, -2.61246], [-0.82035, 1.67240, -2.53521], [1.42379, 1.94745, -0.30925], [0.21482, -2.03394, -5.42948], [0.32171, 1.05511, -5.94712], [1.98942, 2.91612, -0.01741], [0.59161, -2.97743, -6.01304], [0.74907, 1.71770, -6.79036], [0.11339, -1.97780, 2.90189], [-0.01004, -0.51854, 2.74352], [0.40125, 0.45241, 3.62915], [0.00916, 1.63740, 3.11341], [-0.59945, 1.37894, 1.89095], [-0.74063, 0.02577, 1.74785], [-1.83789, -0.85628, 0.80955], [-0.87901, -2.45120, 2.95309], [0.64776, -2.37997, 2.02454], [0.69208, -2.14476, 3.82338], [0.94413, 0.18679, 4.52840], [0.11039, 2.63376, 3.49083], [-1.18235, 2.06418, 1.37841]], "forces_ev_per_a": [[-3.5, 0.8, 2.1], [0.2, -1.2, -0.1], [0.5, 0.5, -0.1], [-0.1, -0.4, -1.2], [3.4, 5.2, 1.6], [3.6, -7.3, -4.7], [3.3, 4.3, -5.4], [-2.7, -4.5, -1.4], [-2.1, 5.6, 3.6], [-1.9, -3.1, 4.0], [0.5, -0.4, 0.3], [0.3, 0.0, 1.8], [0.3, -3.1, -0.4], [-1.0, 1.6, -2.2], [-0.5, 1.3, 1.1], [-0.9, -0.4, -0.3], [0.3, 0.6, 0.3], [0.3, 0.3, 0.2], [-0.1, 0.1, 0.5], [-0.3, -0.2, -0.4], [0.0, 0.2, 0.0], [0.1, 0.4, 0.2], [0.4, -0.4, 0.6]], "lowdin_charge": [1.46, 0.83, -0.01, -0.03, -0.04, -0.10, -0.06, 0.18, 0.24, 0.25, 0.04, -0.08, 0.13, 0.11, 0.10, -0.82, 0.87, 0.12, 0.11, 0.13, 0.19, 0.17, 0.20], "spin_multiplicity": 5, "e_above_lowest_kj_mol": 0.0, "charge": 4, "mol_weight_g_mol": 586.4}

Record 3
{"formula": "C39H100BN14O19", "method": "ωB97M-V/def2-TZVPD", "species": ["O", "C", "O", "B", "O", "C", "O", "O", "C", "O", "C", "O", "O", "C", "C", "C", "O", "C", "N", "H", "H", "H", "H", "H", "H", "H", "H", "H", "H", "H", "C", "C", "C", "O", "C", "N", "H", "H", "H", "H", "H", "H", "H", "H", "H", "H", "H", "C", "C", "C", "O", "C", "N", "H", "H", "H", "H", "H", "H", "H", "H", "H", "H", "H", "C", "C", "C", "O", "C", "N", "H", "H", "H", "H", "H", "H", "H", "H", "H", "H", "H", "C", "C", "C", "O", "C", "N", "H", "H", "H", "H", "H", "H", "H", "H", "H", "H", "H", "C", "C", "C", "O", "C", "N", "H", "H", "H", "H", "H", "H", "H", "H", "H", "H", "H", "C", "C", "C", "O", "C", "N", "H", "H", "H", "H", "H", "H", "H", "H", "H", "H", "H", "C", "C", "C", "O", "C", "N", "H", "H", "H", "H", "H", "H", "H", "H", "H", "H", "H", "C", "O", "N", "N", "H", "H", "H", "H", "C", "O", "N", "N", "H", "H", "H", "H", "C", "O", "N", "N", "H", "H", "H", "H"], "xyz": [[1.03123, 2.84786, -1.97937], [0.61202, 2.04803, -1.17152], [0.15835, 0.84240, -1.32795], [-0.32326, 0.37527, -0.01785], [0.40244, 1.19644, 0.96386], [0.78390, 2.29473, 0.35422], [1.18143, 3.32199, 0.84158], [-0.15054, -1.08998, 0.11289], [-1.31327, -1.64090, 0.42349], [-1.54579, -2.80653, 0.58001], [-2.36657, -0.52790, 0.32734], [-1.75454, 0.64034, 0.07728], [-3.54738, -0.68559, 0.25348], [-4.61027, -0.64959, 5.70153], [-3.90955, -1.95327, 5.99548], [-3.37997, -2.59172, 4.72775], [-2.73265, -3.82287, 5.06778], [-2.17077, -4.44984, 3.92983], [-2.80804, -1.67103, 6.94250], [-5.24330, -0.67061, 4.81166], [-3.83523, 0.09973, 5.52437], [-5.13849, -0.25780, 6.57230], [-4.60883, -2.66409, 6.45481], [-2.67389, -1.99532, 4.13768], [-4.18483, -2.80007, 4.01348], [-1.65330, -3.75485, 3.26400], [-2.92222, -5.00084, 3.35728], [-1.45839, -5.18108, 4.30597], [-3.18606, -1.71991, 7.88362], [-2.29885, -2.55467, 6.83142], [-0.51496, -6.13513, 0.15968], [-1.30277, -7.44842, 0.32805], [-1.03497, -8.17304, 1.61679], [-1.37246, -7.31120, 2.70822], [-1.63244, -7.98872, 3.88171], [-2.73802, -7.11035, 0.25728], [0.57470, -6.24612, 0.16276], [-0.69325, -5.35500, 0.90244], [-0.80485, -5.66934, -0.78553], [-0.92786, -8.16430, -0.40994], [0.02156, -8.42252, 1.78038], [-1.58283, -9.11734, 1.69074], [-0.72559, -8.43604, 4.31516], [-2.41477, -8.75804, 3.93841], [-1.98681, -7.36939, 4.71332], [-2.92447, -6.53464, 1.07350], [-2.78568, -6.45043, -0.51446], [2.51494, 0.54710, -3.71906], [3.30724, -0.71566, -4.07763], [4.79466, -0.39555, -4.34936], [5.33273, -1.48451, -5.06490], [6.55246, -1.24161, -5.79351], [3.12122, -1.61668, -2.93535], [2.90498, 0.91205, -2.76823], [1.45582, 0.30176, -3.67262], [2.61348, 1.36751, -4.43151], [2.81057, -1.14774, -4.94992], [5.33059, -0.26910, -3.39927], [4.90499, 0.56957, -4.85866], [6.47200, -1.82748, -6.70563], [7.32547, -1.66320, -5.14953], [6.68562, -0.17753, -5.98151], [3.90769, -2.25742, -3.07120], [3.36690, -1.16509, -2.04105], [0.35283, 2.81980, 4.32977], [-0.88193, 3.69665, 4.64335], [-2.18182, 2.93730, 4.61861], [-2.54518, 2.70935, 3.26031], [-3.64441, 1.83099, 3.16358], [-0.67455, 4.13821, 6.07300], [0.28591, 2.13869, 3.48011], [0.49718, 2.15836, 5.18976], [1.24768, 3.41917, 4.17101], [-0.76776, 4.62624, 4.09629], [-2.98347, 3.56957, 5.04103], [-2.28490, 2.02794, 5.22526], [-4.49955, 2.07572, 3.80021], [-3.39405, 0.78989, 3.40576], [-3.88519, 1.81901, 2.10034], [-0.79712, 3.25984, 6.58389], [-1.58105, 4.56971, 6.26909], [1.28426, 4.95371, -4.86945], [2.32357, 4.94906, -5.99463], [3.33904, 3.76751, -5.93812], [4.27362, 3.97695, -6.97169], [5.17563, 2.91533, -7.15493], [1.58974, 4.88942, -7.26175], [0.73582, 4.00797, -4.90228], [0.52516, 5.71743, -5.02508], [1.74183, 4.99799, -3.88159], [2.97881, 5.81946, -6.08854], [2.80311, 2.81436, -6.05753], [3.71647, 3.63030, -4.91536], [5.92280, 3.28520, -7.85713], [4.70999, 2.03617, -7.61500], [5.66913, 2.59117, -6.23414], [0.89188, 4.14614, -7.27534], [2.27205, 4.44744, -7.88336], [2.26673, -3.19607, 1.64171], [2.96214, -2.56205, 0.41891], [3.36728, -1.09326, 0.60638], [4.18499, -0.68234, -0.47825], [4.53380, 0.67978, -0.44459], [4.15063, -3.36262, 0.14402], [2.87449, -2.92892, 2.51130], [2.14090, -4.26633, 1.48903], [1.28143, -2.81228, 1.91285], [2.18004, -2.57164, -0.35076], [3.97036, -0.95631, 1.51139], [2.44850, -0.50155, 0.66579], [3.71097, 1.39717, -0.55382], [5.15405, 0.99343, -1.28716], [5.09128, 0.91045, 0.46590], [3.84719, -4.32727, 0.23596], [4.44111, -3.27072, -0.82332], [2.68830, 5.98829, 0.48822], [3.57551, 7.03981, 1.12403], [4.07446, 6.53878, 2.49425], [3.07528, 6.80596, 3.45036], [3.28721, 6.07749, 4.64133], [4.72613, 7.32778, 0.23894], [1.90244, 5.63106, 1.14558], [3.30056, 5.20266, 0.04239], [2.18354, 6.46366, -0.35944], [3.04049, 7.96540, 1.33870], [4.96379, 7.13930, 2.74787], [4.44679, 5.50763, 2.47479], [3.10675, 5.01119, 4.47261], [2.58669, 6.46760, 5.37808], [4.31565, 6.22761, 4.99167], [5.57306, 7.47162, 0.77225], [4.85185, 6.53244, -0.37349], [-4.18579, -3.62860, -1.09514], [-4.73397, -3.62649, -2.53770], [-4.47341, -2.27889, -3.19244], [-5.12671, -1.24831, -2.44282], [-4.67719, 0.04682, -2.84271], [-4.01123, -4.65390, -3.30925], [-4.28563, -2.66600, -0.59697], [-3.09915, -3.73785, -1.15489], [-4.57195, -4.44482, -0.48440], [-5.80707, -3.81936, -2.48700], [-4.74252, -2.20876, -4.24715], [-3.40669, -2.06738, -3.02231], [-4.68424, 0.18918, -3.92471], [-3.68821, 0.13430, -2.38400], [-5.37393, 0.74537, -2.38225], [-3.00742, -4.49819, -3.25400], [-4.17087, -5.51886, -2.80164], [-1.37403, 6.04953, 0.98181], [-2.13490, 6.90250, 1.44534], [-1.01939, 4.91872, 1.67321], [-0.72263, 6.15751, -0.19360], [-0.42329, 4.21073, 1.27011], [-1.56682, 4.65357, 2.46693], [-0.05005, 5.46436, -0.46173], [-0.91839, 7.02298, -0.66869], [-0.00424, -3.66177, -3.51501], [-1.06305, -4.27724, -3.46182], [0.39546, -2.74016, -2.59732], [1.01367, -3.95241, -4.40391], [-0.26670, -2.37321, -1.94295], [1.33118, -2.37242, -2.75190], [0.77029, -4.48961, -5.21652], [1.79957, -3.32799, -4.43595], [-6.87230, -0.37641, 1.45514], [-8.00531, -0.29047, 1.94694], [-6.12003, -1.48947, 1.52256], [-6.28015, 0.59483, 0.73067], [-5.14348, -1.46332, 1.27824], [-6.52670, -2.24327, 2.04745], [-6.87263, 1.35828, 0.46516], [-5.32925, 0.40196, 0.45782]], "forces_ev_per_a": [[-0.8, -0.9, 0.1], [1.8, 1.7, 0.1], [-0.4, -0.4, -0.6], [0.2, -0.2, -0.2], [0.1, -0.2, 0.5], [-0.2, 0.4, -0.4], [0.1, -0.8, 0.0], [0.3, 0.5, 0.4], [-0.2, -0.5, -0.3], [0.3, 0.5, 0.3], [0.2, 1.3, -1.0], [-0.6, -1.4, 0.6], [-0.5, -0.1, 0.7], [0.3, 0.7, -0.2], [-0.3, 0.5, 0.2], [0.2, -0.8, -0.3], [-0.1, 0.6, -0.2], [0.1, -0.5, 0.3], [0.1, -1.4, -0.6], [-0.2, -0.1, 0.2], [0.0, -0.1, -0.2], [-0.3, -0.3, -0.1], [-0.1, -0.1, -0.3], [0.1, 0.5, 0.4], [-0.3, 0.0, 0.2], [0.0, 0.1, 0.0], [-0.1, 0.1, -0.1], [0.1, 0.0, -0.1], [0.0, 0.2, 0.0], [0.5, 0.4, 0.6], [0.6, 0.2, -0.1], [0.5, 0.9, 0.6], [0.5, 0.3, 1.2], [-0.9, 0.0, -0.2], [0.2, -0.6, 2.2], [0.4, -0.4, -0.6], [0.0, -0.3, -0.2], [-0.5, -0.4, 0.3], [0.2, -0.1, -0.1], [-0.7, 0.2, -0.5], [0.1, 0.0, -0.5], [-0.3, 0.1, -0.1], [0.1, -0.2, -0.3], [0.1, -0.2, -1.2], [0.2, 0.9, -0.6], [0.0, -0.1, 0.1], [-0.5, -0.1, -0.1], [0.4, 0.0, -0.4], [-0.5, 1.6, 0.7], [-0.5, -0.2, 0.1], [0.0, 0.3, -0.8], [-1.0, -0.7, 1.3], [1.1, -0.9, -0.6], [-0.4, 0.1, 0.1], [0.0, 0.1, 0.4], [0.1, -0.2, -0.1], [0.5, -0.2, -0.2], [-0.1, -0.1, 0.2], [-0.1, -0.2, -0.5], [0.2, 0.2, -0.2], [0.6, 0.3, -0.3], [0.2, 0.0, -0.1], [-0.4, -0.5, 0.4], [-0.2, 0.1, -0.6], [-0.3, -0.4, 0.0], [2.2, -0.7, 1.9], [-1.4, 1.1, -1.3], [0.0, -0.6, 0.7], [0.2, -0.5, -0.9], [-1.1, -0.6, -0.4], [-0.4, 0.3, -0.2], [0.2, 0.1, 0.1], [-0.1, 0.1, 0.2], [-0.8, -0.2, -0.4], [0.1, 0.2, 0.1], [1.0, -0.2, -0.1], [0.0, 0.5, -0.1], [0.4, 0.1, 0.2], [-0.5, 0.1, 0.2], [0.5, 0.1, 0.3], [0.3, 0.6, 0.4], [0.6, -0.5, -0.1], [-0.1, -1.0, -0.3], [-1.5, 0.0, 0.7], [0.1, -0.1, 0.7], [0.2, 0.0, -0.5], [0.6, -0.7, -1.1], [0.1, -0.1, 0.0], [0.3, 0.3, 0.1], [-0.1, 0.3, 0.0], [-0.3, 0.3, 0.5], [-0.2, 0.0, -0.6], [0.9, 0.5, -0.1], [0.1, -0.1, 0.1], [-0.2, 0.0, 0.1], [0.0, 0.2, 0.1], [-0.3, 0.2, 0.7], [-0.1, 0.7, -0.5], [0.4, 1.2, 0.5], [-0.8, 0.3, 0.2], [-0.1, -0.4, 0.5], [-0.1, 0.3, -0.6], [0.2, 0.8, 0.1], [-0.3, -0.5, -0.2], [0.2, -0.7, 0.1], [0.3, -0.1, 0.2], [-0.1, 0.2, -0.6], [0.4, -0.1, -0.5], [-0.2, -0.1, 0.2], [0.1, 0.2, 0.0], [-0.5, -0.4, 0.5], [0.3, -0.8, -0.1], [-0.1, 0.1, 0.1], [0.3, -0.1, 0.0], [0.1, 0.2, 0.1], [-0.3, 1.1, -0.9], [1.0, -0.7, 0.7], [0.3, 1.2, -0.3], [0.1, -0.6, -0.1], [-0.1, 0.3, -0.1], [-0.7, -0.1, 0.0], [0.2, -0.2, 0.2], [-0.1, -0.4, 0.4], [-0.1, -0.1, 0.0], [-0.2, 0.0, -0.1], [0.1, 0.1, 0.1], [-0.5, -0.3, 0.0], [0.0, 0.0, 0.1], [0.0, -0.2, 0.0], [0.0, -0.1, 0.1], [0.0, 0.0, 0.0], [0.3, 0.1, 0.0], [0.5, 0.7, -0.3], [0.8, 0.0, 0.6], [0.3, 0.7, 1.5], [-0.7, -0.1, -0.9], [-0.3, -1.0, 1.1], [-1.0, -0.2, -0.1], [-0.6, -0.2, 0.1], [0.0, -0.3, -0.1], [-0.2, 0.0, 0.0], [0.0, -0.2, -0.4], [0.0, -0.3, -0.1], [0.3, -0.3, -0.7], [0.2, -0.1, -0.1], [0.2, 0.6, -0.5], [0.1, 0.2, 0.0], [-0.1, 0.2, 0.0], [0.1, -0.2, -0.3], [0.0, -0.3, 1.7], [0.3, -0.5, -0.7], [-0.2, 0.2, -0.1], [-0.5, 0.7, -0.4], [-0.2, 0.3, 0.2], [-0.3, 0.0, -0.2], [0.1, 0.2, -0.4], [0.5, -0.3, -0.4], [0.4, -0.4, 1.1], [0.2, 0.3, -0.5], [-0.1, -0.4, -0.8], [-0.5, -0.2, -0.1], [0.1, 0.0, 0.1], [-0.1, 0.6, 0.7], [0.0, 0.0, 0.0], [0.1, 0.0, -0.2], [-1.5, 0.1, 0.2], [0.8, 0.0, -0.4], [0.2, -0.9, 0.7], [0.0, 0.2, 0.3], [-0.1, -0.4, -0.1], [0.3, 0.0, 0.0], [0.5, 0.2, -0.1], [-0.1, 0.7, -0.6]], "lowdin_charge": [0.13, -0.39, 0.24, -0.91, 0.23, -0.37, 0.11, 0.21, -0.37, 0.15, -0.33, 0.25, 0.12, -0.07, -0.44, -0.20, -0.20, -0.10, 0.04, 0.08, 0.05, 0.08, 0.14, 0.13, 0.12, 0.08, 0.09, 0.07, 0.07, 0.06, -0.06, -0.41, -0.20, -0.20, -0.16, 0.06, 0.07, 0.06, 0.07, 0.14, 0.13, 0.12, 0.09, 0.09, 0.08, 0.06, 0.05, -0.04, -0.39, -0.20, -0.20, -0.07, 0.04, 0.07, 0.08, 0.06, 0.13, 0.12, 0.10, 0.08, 0.09, 0.08, 0.09, 0.05, -0.04, -0.40, -0.21, -0.19, -0.11, 0.02, 0.06, 0.08, 0.06, 0.12, 0.13, 0.13, 0.10, 0.07, 0.08, 0.06, 0.06, -0.06, -0.42, -0.23, -0.19, -0.12, 0.02, 0.08, 0.08, 0.07, 0.13, 0.11, 0.12, 0.09, 0.09, 0.08, 0.07, 0.06, -0.04, -0.43, -0.17, -0.23, -0.10, 0.05, 0.08, 0.07, 0.07, 0.11, 0.13, 0.12, 0.08, 0.08, 0.09, 0.06, 0.06, -0.07, -0.41, -0.23, -0.18, -0.11, 0.03, 0.06, 0.08, 0.07, 0.14, 0.11, 0.13, 0.08, 0.09, 0.08, 0.05, 0.05, -0.06, -0.40, -0.20, -0.22, -0.10, 0.04, 0.04, 0.06, 0.08, 0.14, 0.12, 0.12, 0.08, 0.08, 0.08, 0.01, 0.06, -0.67, 0.00, 0.18, 0.16, 0.05, 0.06, 0.08, 0.11, -0.64, 0.00, 0.18, 0.15, 0.08, 0.04, 0.10, 0.06, -0.70, -0.02, 0.17, 0.17, 0.06, 0.10, 0.11, 0.06], "e_above_lowest_kj_mol": 42.8, "charge": -1, "mol_weight_g_mol": 1080.1}

no.,calculated total energy (eV)
1,-20596.888
2,-99122.956
3,-102511.929